No. 1
C45H43ClGeN3O13P3SeY as an isolated structure in a non-equilibrium geometry, computed with ωB97M-V with the def2-TZVPD basis set.

XYZ file:
```
111
C45H43ClGeN3O13P3SeY ωB97M-V with the def2-TZVPD basis set
O 0.89786 0.60123 2.57447
C 3.91030 0.72855 -0.46063
H 0.99102 -3.00216 -3.47290
C 2.97091 -5.32706 2.71272
O 0.22032 -0.48242 -1.18335
H 3.67540 3.85605 -1.78164
H 0.80842 -2.16794 3.55843
H 3.95918 2.75156 1.64307
C 2.15973 2.96530 4.71238
H 2.93698 -4.85868 -0.61634
P 0.11053 1.72813 3.17729
H 2.80481 3.83667 4.83317
C -2.49344 1.49432 -3.99742
C 1.31065 0.98069 -4.07587
H 1.97581 1.92904 -7.27354
P 1.21561 -2.63513 -0.54754
C 4.31791 -2.60770 -3.92755
O -0.49654 1.38446 4.61676
H -0.64675 4.08962 3.37146
H 3.86242 -6.38779 1.05641
C 2.59307 5.70053 -1.91600
H 7.25262 0.35788 -0.88269
C 2.98213 -2.79661 -4.23932
H 0.15577 4.52844 4.78443
O -3.44648 0.08234 -1.84370
O -3.98460 1.40962 1.57583
C 5.23914 0.47562 -0.14442
C -2.10280 2.04167 -5.20846
C 4.71092 -2.45634 -2.60253
H 2.80054 2.10702 4.51935
H 2.67187 -2.89527 -5.27144
O 1.66366 2.69760 0.83288
C -4.24395 1.14146 -2.23760
H 3.38330 -5.98361 3.46871
C 2.17486 -4.27467 3.09740
C 1.91380 -3.60231 0.79330
C 5.85143 0.84294 -2.43476
C 1.20012 3.14159 3.54875
C 0.34894 -0.56586 -5.66458
C 2.71381 -4.69459 0.43055
C -1.35766 -5.38074 -2.13872
C -3.80700 1.63347 -3.56535
C 3.76489 -2.49041 -1.59484
C 1.80002 1.73758 -5.14377
Y 0.16552 1.03518 0.31753
H 0.16569 -0.74155 -3.52942
P 2.04000 3.66107 1.92729
H -0.23847 -1.45411 -5.86591
Ge 1.69568 1.56586 -2.25191
H 4.24963 1.29562 -3.77743
H -0.51965 3.53704 -2.64136
H -1.54700 -1.97295 -0.32828
H 1.95401 -4.11426 4.14621
H -1.24501 0.77309 4.55988
N 0.76275 -2.41829 2.58674
H 0.68855 5.09203 3.22615
O -0.91044 2.32725 2.24938
H 6.60494 0.88828 -3.21158
Cl -2.55592 3.38768 -7.49984
H 5.05709 -2.57207 -4.71797
H 0.68521 -0.12940 -7.73958
H -5.74695 2.43290 -3.97757
H -3.50093 -5.31488 -2.15938
O -1.97169 1.73879 -0.33698
H -1.08143 1.95816 -5.54994
H 1.26715 7.37888 -2.07606
C -3.04182 2.70816 -5.97759
C 2.71159 4.31850 -1.96570
H 5.75254 -2.29913 -2.35656
H 2.34178 2.65801 -4.95135
H -1.30314 -6.33888 -2.63917
H 4.06934 -2.35823 -0.56395
H 3.16984 0.65252 0.32743
H -3.62384 -3.12766 -1.00300
H -1.77245 0.97638 -3.37905
C 4.51886 1.08039 -2.74884
H 0.53616 -1.65573 1.96470
C -0.19340 -4.72662 -1.77109
O 3.60112 3.44807 2.21060
Se -2.86070 0.77898 0.65393
C -2.66458 -3.58114 -1.21642
H 0.76724 -5.17801 -1.98899
H 1.61399 2.77781 5.63970
C 1.59873 3.52458 -2.23633
C -4.35742 2.85196 -5.56088
C 1.58850 1.33419 -6.45587
H 5.51143 0.21409 0.87184
C 2.03294 -2.84876 -3.22639
C -1.50114 -2.92485 -0.83976
C -4.73531 2.31786 -4.34280
C 0.36299 4.13877 -2.44198
C 1.35993 6.30160 -2.12648
C 0.24380 5.52024 -2.39017
O -5.15418 1.55922 -1.59248
C 6.21508 0.54468 -1.13027
C -0.26316 -3.49213 -1.12689
O 1.69955 5.10691 1.86684
C 0.57519 -0.16925 -4.35280
C 3.24349 -5.55725 1.36533
C 2.41756 -2.69678 -1.89988
O -3.74651 -0.30301 -0.51685
H -0.72150 5.98505 -2.54683
H -5.06563 3.38238 -6.18158
C 3.53006 1.04477 -1.76619
O -1.76791 -0.21297 1.34338
N 0.88734 -1.14648 -0.05307
C -2.59261 -4.80431 -1.86550
C 0.86355 0.17846 -6.71696
H 3.46286 6.30944 -1.70312
C 1.60836 -3.39478 2.15534
N 0.26348 4.31066 3.79754
```

Results
electronic energy = -241750.204 eV
energy above the lowest of the compared OMol25 structures with the same formula, charge and spin = 96.3 kcal per mole
2S+1 = 2
⟨S²⟩ = 0.7545

No. 2
C45H44BBiClN14P as an isolated structure in a non-equilibrium geometry, computed with ωB97M-V with the def2-TZVPD basis set.

XYZ file:
```
107
C45H44BBiClN14P ωB97M-V with the def2-TZVPD basis set
C 3.10569 -2.18774 5.81608
H -4.81986 -0.69389 -5.16281
C -0.79102 4.30876 0.76913
C 2.24242 -1.91901 -5.92109
Bi -1.07828 -1.15075 -1.20433
C -0.57208 1.76772 3.38022
H 3.25965 -2.09850 6.89008
H 1.08355 0.57662 4.08215
N -1.07485 -2.38804 -3.10176
N 1.58071 -0.25565 1.94439
N 1.06326 -1.45346 2.25530
C -2.46026 2.60694 0.47292
N 1.54767 -0.85705 -5.39851
C -1.35959 1.81817 6.05331
C -1.74362 2.43488 3.76164
H 3.92807 2.99287 -0.89580
C 3.30167 -2.41162 -1.91854
C -1.40951 1.73460 -2.74671
H 3.54998 0.52204 2.27201
N 3.06280 -1.46985 2.91431
C -5.53825 -2.00420 -2.13434
H 4.25366 -2.85767 -1.69135
H -6.65319 -1.91364 -3.96630
H 3.63023 -2.03662 -7.61758
C -0.19815 1.14865 5.68449
H -3.73873 5.64243 -0.22191
H -5.62170 -2.40872 2.88497
H 2.16833 -1.68861 5.55927
P -0.05470 1.74404 1.64935
C -0.11675 1.57761 -4.51740
B 0.74699 -0.88129 -4.12687
H 0.39782 0.64864 6.43592
H 5.14601 0.39147 4.67138
C 4.11729 3.56036 1.16602
C -4.09390 -2.07245 -0.10521
H 1.73389 3.15014 3.53877
C 0.18717 1.11024 4.35854
H 4.53774 0.16877 6.31298
C -3.53308 -2.72718 2.48965
H -1.30914 3.40655 -4.18997
N -0.37020 -1.99749 -4.19140
H -3.27480 -2.98987 3.50523
H 2.15592 -2.90995 -5.50462
C -3.38387 3.55429 0.07614
C 2.22160 3.09153 2.57530
H 3.60451 -1.32565 -3.83605
C 2.98118 -1.64097 -3.01734
H 5.12528 -1.51416 3.06866
C -1.00510 2.42532 -3.87249
C 4.26628 -1.95005 3.57837
C -1.85470 -3.41615 -3.45753
H -1.41996 6.30227 0.33554
N 1.93865 -2.18664 2.83215
H -2.12021 2.01626 -1.98979
C 1.56102 2.52762 1.48518
C -0.72774 -2.76732 -5.22880
H 3.00674 -3.24860 5.58525
H -2.71688 -0.24860 -3.96551
C 3.45064 3.01189 0.07472
H -2.15287 -4.45319 -5.38727
H -2.34255 2.96340 3.03441
N -3.33015 -1.10395 -2.18779
C 2.97172 -1.47110 -6.98262
H 3.39906 0.41932 4.99817
C -4.83728 -2.41493 2.14046
C -1.67154 -3.68931 -4.80335
H -6.31084 -2.52107 -1.58383
C -2.55516 -2.68079 1.50968
H -3.01308 3.01228 5.37356
C -5.72816 -1.66680 -3.46327
H -0.29754 -2.62820 -6.20622
H 3.02103 0.62753 -7.78031
N -0.79158 0.54419 -2.70217
C 4.28820 -1.57146 5.07164
N 0.00793 0.44924 -3.79907
C -3.00962 4.89240 0.05230
C 3.49460 3.61593 2.40574
H 3.99689 4.08407 3.24146
C -4.32707 -1.70640 -1.51787
H 0.44320 1.68994 -5.42935
C -1.16173 2.96804 0.86548
C 2.17876 2.49052 0.23245
N 1.67542 -1.31556 -2.95091
C 4.34729 -0.05751 5.26527
H 1.65782 2.05009 -0.61314
C 2.66766 -0.09505 -7.06436
H 1.88944 -3.10257 -0.32807
Cl -2.94777 0.91964 0.51011
C -1.71533 5.26291 0.37681
C -4.70961 -1.00442 -4.13406
C 2.11132 -2.51685 -1.20281
C 2.83028 -0.27482 2.35867
H -1.66930 1.82759 7.08938
N -2.83041 -2.35346 0.24522
N 1.83078 0.25813 -6.11536
H 4.28744 -3.03340 3.47089
H 5.20995 -2.00654 5.46432
C -3.53226 -0.74927 -3.46220
N 1.14926 -1.83339 -1.81722
H 0.21251 4.60803 1.03923
H -1.51905 -2.89221 1.73437
H -6.13074 -1.80303 0.54393
C -2.12132 2.46948 5.09165
H 5.12163 3.94354 1.04761
H -4.38304 3.26113 -0.21660
H -2.49448 -3.89678 -2.73460
C -5.12599 -2.08462 0.82419
```

Results
electronic energy = -96546.380 eV
charge = +3
2S+1 = 2
⟨S²⟩ = 0.7574